Arrangement 1

Computed, not measured: a single C4H10N2 molecule, with ωB97M-V/def2-TZVPD.

## Properties
HOMO = -9.05 eV
charge = 0
gap between HOMO and LUMO = 10.1 eV
SMILES = C=C(N)CCN

Element x y z (Å)
C1 0.34212 -1.57515 0.18722
C2 0.57290 1.90649 -0.02579
H1 -0.04081 -1.93305 -1.79542
N1 0.52102 -1.30391 -1.24915
H2 1.43222 -0.10699 1.31599
H3 0.37408 -0.33333 -1.48470
H4 0.19962 2.72498 -0.61496
C3 0.39328 -0.32329 1.05454
H5 -0.65793 -2.00478 0.26170
H6 -1.73330 -0.00148 -0.73594
C4 -0.19042 0.88570 0.32705
H7 -0.22803 -0.44428 1.93356
H8 -2.19084 0.65623 0.64480
N2 -1.53888 0.78073 -0.12325
H9 1.61791 1.92506 0.24382
H10 1.07267 -2.29953 0.52885

***

Arrangement 2

Computed, not measured: a single C4H10N2 molecule, with ωB97M-V/def2-TZVPD.

## Properties
HOMO = -8.57 eV
charge = 0
gap between HOMO and LUMO = 9.7 eV
SMILES = [H]/N=C(\C)NCC

Element x y z (Å)
H1 1.12720 0.56484 -1.92103
C1 -0.83288 1.03119 0.93108
N1 0.46123 0.57922 -1.14865
C2 0.07496 -0.60531 -0.76801
H2 -1.21842 1.74414 0.20963
H3 0.28987 -1.59721 -2.67410
C3 0.31841 -1.83931 -1.61015
C4 0.38973 1.48277 1.67716
H4 -1.64195 0.76215 1.60265
H5 -0.42758 -2.60919 -1.40356
H6 1.09731 2.00171 1.02961
H7 0.89915 0.63688 2.14309
N2 -0.62421 -0.66824 0.36928
H8 0.09073 2.17063 2.47791
H9 -1.30915 -1.41107 0.45624
H10 1.30560 -2.24320 -1.37115

***

We find arrangement 1 to be the most stable, with the next structure 0.464 eV higher.

***

Arrangement 1

Computed, not measured: 2 unconnected molecules or ions with the total composition C4H12N2O, with ωB97M-V/def2-TZVPD.

## Properties
HOMO = -7.92 eV
charge = 0
gap between HOMO and LUMO = 8.7 eV
SMILES = N/C=C/CCN.O

Element x y z (Å)
H1 1.82717 0.19238 0.63354
H2 1.73472 -2.91461 0.13274
H3 1.28747 -1.21730 2.54373
H4 -0.88234 4.19035 -1.08337
C1 0.81372 -1.42301 1.54274
C2 0.82715 -0.11979 0.79249
H5 0.35219 -0.99375 -0.99277
O1 -0.22225 3.83245 -1.74077
H6 -1.87357 -0.61323 -1.96168
H7 -0.29052 -1.80064 1.40334
N1 1.77118 -2.46803 1.04382
H8 -0.27408 2.81412 -1.61526
H9 -3.02198 0.53389 -1.53622
H10 -1.69814 1.19631 0.19818
C3 -0.08057 -0.23798 -0.37365
H11 0.43583 0.78486 1.43021
H12 2.75847 -2.26983 1.34028
N2 -2.19248 0.10379 -1.36971
C4 -1.27197 0.41002 -0.38766

***

Arrangement 2

Computed, not measured: a single C4H12N2O molecule, with ωB97M-V/def2-TZVPD.

## Properties
HOMO = -9.16 eV
charge = 0
gap between HOMO and LUMO = 10.1 eV
SMILES = C[C@H](CN)NCO

Element x y z (Å)
C1 -0.94199 -1.52667 0.78918
H1 -0.62991 0.96603 -0.56984
H2 -1.89862 0.24016 0.96835
H3 -0.05887 -1.64794 1.40604
H4 1.51542 -0.52688 -2.21195
H5 2.15358 2.25969 0.72474
C2 0.13424 0.16589 -0.65953
H6 0.61018 2.44146 1.23537
H7 1.48128 1.10702 -1.88272
N1 -0.49731 -1.16608 -0.53729
C3 0.78621 0.27762 -2.03657
C4 1.11542 0.54687 0.43664
H8 -1.53623 -2.43153 0.70169
H9 2.10648 0.10544 0.37111
O1 -1.88735 -0.62104 1.39921
H10 -1.23120 -1.33972 -1.20937
H11 0.11815 0.33338 -2.89158
H12 0.72143 0.25348 1.41240
N2 1.18626 2.03251 0.51420

***

We find arrangement 2 to be the most stable, with the next structure 1.273 eV higher.

***

Arrangement 1

Computed, not measured: a single C4H12N2O molecule, with ωB97M-V/def2-TZVPD.

## Properties
HOMO = -8.43 eV
charge = 0
gap between HOMO and LUMO = 9.2 eV
SMILES = NCCNCCO

Element x y z (Å)
H1 -1.17853 -1.25741 -1.39279
H2 2.77062 0.58774 0.99023
C1 2.21963 0.73501 0.08919
H3 1.21234 2.59886 -0.21867
N1 0.09737 0.03580 -0.63291
C2 -1.27663 -0.36940 -0.67305
H4 1.09204 -1.01368 0.85777
H5 -2.45128 -0.29075 1.27153
H6 0.26504 0.77628 1.30536
C3 -1.99644 -0.90060 0.56668
H7 -1.02311 -1.34399 1.07062
C4 0.86145 0.13529 0.58039
H8 2.66609 0.15934 -0.63333
H9 -3.19359 -2.55619 0.70114
H10 -1.67691 0.62781 -1.11027
H11 0.67866 -0.56295 -1.23235
O1 -3.16955 -1.66561 0.31128
H12 2.00023 2.12606 -1.44566
N2 2.10256 2.17837 -0.40520

***

Arrangement 2

Computed, not measured: 2 unconnected molecules or ions with the total composition C4H12N2O, with ωB97M-V/def2-TZVPD.

## Properties
HOMO = -8.07 eV
charge = 0
gap between HOMO and LUMO = 8.6 eV
SMILES = CC/C(N)=C/N.O

Element x y z (Å)
H1 0.03035 -0.40934 1.84646
C1 -0.39339 0.77311 0.17551
H2 2.07316 2.81865 -0.00713
H3 0.66175 1.79355 1.68175
C2 -0.47172 -0.36813 0.88246
H4 0.66761 2.98517 -1.05537
H5 -1.65873 -1.50377 -0.28252
H6 0.94389 3.99084 0.39235
H7 -0.83615 2.61083 0.98598
H8 1.53100 -5.82747 -0.99045
H9 -0.52367 0.12403 -1.71146
C3 0.98882 2.97774 -0.01272
N1 -1.01090 0.79454 -1.14610
N2 -1.19736 -1.53298 0.59923
H10 -2.01604 0.68992 -1.11804
H11 0.54566 -4.64264 -0.60426
H12 -0.60993 -2.35109 0.75774
C4 0.07418 2.02903 0.79440
O1 1.20146 -4.95197 -1.18783

***

We find arrangement 2 to be the most stable, with the next structure 2.178 eV higher.

***

Arrangement 1

Computed, not measured: 3 unconnected molecules or ions with the total composition C4H12N2O, with ωB97M-V/def2-TZVPD.

## Properties
HOMO = -8.65 eV
charge = 0
gap between HOMO and LUMO = 6.3 eV

Element x y z (Å)
H1 1.30646 -1.72400 -0.22725
C1 0.81495 -1.00979 -0.83432
H2 0.90924 -1.35144 -1.84500
H3 -1.24299 -0.21179 -0.90372
O1 -0.51515 1.72600 -2.67045
H4 1.16968 0.62886 0.31132
H5 -0.36187 2.44017 -2.07645
N1 1.45167 0.28228 -0.61648
H6 0.07385 1.05259 -2.19901
C2 -0.51819 0.90425 1.49026
N2 0.21278 -1.36880 1.93285
H7 0.10495 -0.99174 2.89551
H8 -0.12962 1.17099 2.50229
C3 -0.37249 -0.44283 1.16139
H9 -2.38458 -0.37415 1.60305
C4 -0.66190 -0.89140 -0.26086
H10 2.41415 0.45169 -0.92678
H11 -1.16406 -1.86224 -0.28032
H12 -1.10688 1.57136 0.94397

***

Arrangement 2

Computed, not measured: a single C4H12N2O molecule, with ωB97M-V/def2-TZVPD.

## Properties
HOMO = -8.57 eV
charge = 0
gap between HOMO and LUMO = 9.6 eV
SMILES = C[C@@H](CO)NCN

Element x y z (Å)
H1 -0.91892 0.53728 -3.67139
H2 -1.10494 -1.31818 0.32822
H3 0.40538 -1.15973 2.79419
H4 1.72303 -0.20121 1.11665
C1 1.01387 0.48923 1.58160
H5 1.16724 0.02004 -1.07187
H6 -0.81894 -1.80167 -1.26571
C2 0.15534 0.07495 -0.66277
H7 1.55836 1.35754 1.95946
N1 0.17537 0.92643 0.48181
O1 -0.34539 0.14685 -2.99728
C3 -0.31568 -1.36075 -0.41130
H8 -0.33979 1.76247 -1.73362
N2 0.30484 -0.17926 2.63165
H9 0.48420 -2.04825 -0.14473
H10 0.04613 0.40556 3.40185
H11 -0.74222 1.03542 0.90787
C4 -0.69598 0.74519 -1.72816
H12 -1.75190 0.56808 -1.51647

***

We find arrangement 2 to be the most stable, with the next structure 5.252 eV higher.

***

Arrangement 1

Computed, not measured: 2 unconnected molecules or ions with the total composition C4H12N2O, with ωB97M-V/def2-TZVPD.

## Properties
HOMO = -8.23 eV
charge = 0
gap between HOMO and LUMO = 9.3 eV
SMILES = CON(C)C.C=N

Element x y z (Å)
H1 -0.11607 2.32739 0.18249
H2 0.17554 2.54462 -1.56430
C1 1.98946 0.78905 -0.68833
N1 -1.23616 -1.74917 1.75066
N2 0.56062 0.61642 -0.88160
H3 -0.14452 -1.75852 -1.54622
C2 -0.19723 1.85381 -0.80772
H4 -0.07032 -0.23368 2.61809
C3 -0.97678 -0.55389 2.10622
H5 2.38468 1.41277 -1.49032
H6 -1.24363 1.63229 -1.01483
H7 -0.48307 -2.39766 1.97571
H8 2.22255 1.25581 0.27861
H9 2.46319 -0.18952 -0.72906
H10 -1.73409 0.20082 1.92904
H11 -1.02015 -2.63380 -0.33788
C4 -0.85559 -1.63816 -0.73243
H12 -1.77485 -1.14806 -1.03865
O1 0.05643 -0.33052 -0.00947

***

Arrangement 2

Computed, not measured: 3 unconnected molecules or ions with the total composition C4H12N2O, with ωB97M-V/def2-TZVPD.

## Properties
HOMO = -8.79 eV
charge = 0
gap between HOMO and LUMO = 8.6 eV

Element x y z (Å)
H1 -0.01351 1.68780 -0.36779
H2 3.89553 -1.60490 -1.14023
C1 3.27562 -0.93189 -0.22904
H3 -0.96617 2.54597 0.49190
O1 -0.88437 0.18676 1.32229
C2 -1.09326 1.79250 -0.31685
H4 2.89153 1.20542 0.67037
H5 3.16574 -1.73783 0.56472
C3 -1.58117 0.66094 0.34474
H6 2.29713 -0.70200 -0.60739
N1 -2.33251 -0.19741 -0.46101
H7 4.52762 0.36153 0.74385
H8 -3.69835 -1.39876 1.07207
H9 -2.07822 -2.08659 0.37163
H10 -3.33685 -1.73200 -0.88701
H11 -3.52286 0.71374 -0.60619
N2 3.70037 0.43664 0.21495
H12 -1.37793 2.16565 -1.30787
C4 -2.86834 -1.36556 0.12686

***

Arrangement 3

Computed, not measured: a molecular structure, C4H12N2O, with ωB97M-V/def2-TZVPD.

## Properties
HOMO = -7.20 eV
charge = 0
gap between HOMO and LUMO = 8.2 eV

Element x y z (Å)
H1 2.25576 1.80559 -1.41548
H2 2.21249 1.68728 1.25471
H3 -4.14934 -0.06736 1.47423
C1 0.73610 -1.01544 -1.70283
H4 -0.90277 0.86473 1.39298
H5 1.14885 0.30020 1.02159
C2 -3.46116 -0.56757 0.79685
H6 -0.73096 -1.20879 -0.30324
H7 0.66433 1.91373 0.44532
C3 2.12578 0.92596 -0.78716
N1 0.11821 -1.60997 -0.69109
H8 3.06119 0.37699 -0.71244
H9 1.60790 -1.58149 -2.04999
H10 1.22293 0.25635 -1.52739
H11 -3.79791 -1.40310 0.20095
O1 -1.85711 0.78446 1.54012
C4 1.50815 1.22778 0.55596
H12 0.47577 -2.42540 -0.20130
N2 -2.23820 -0.26394 0.70821

***

Arrangement 4

Computed, not measured: a single C4H12N2O molecule, with ωB97M-V/def2-TZVPD.

## Properties
HOMO = -9.10 eV
charge = 0
gap between HOMO and LUMO = 10.0 eV
SMILES = NCCNCCO

Element x y z (Å)
H1 1.70620 -1.73718 0.52262
C1 -2.28051 0.45746 1.00016
H2 -2.23119 -1.53323 0.47083
N1 -0.25309 -0.75086 0.23037
H3 -0.29476 1.36271 0.58548
H4 -2.12774 0.50723 2.16323
H5 -1.18030 0.69820 -0.92752
C2 1.27092 -0.74204 0.56047
H6 -2.99881 1.32648 0.69567
H7 1.36968 -0.27068 1.62517
C3 -0.93086 0.53976 0.12615
H8 -0.32048 -1.19783 -0.67426
H9 1.46022 1.32471 -0.01424
N2 1.36108 0.23411 -1.75400
H10 1.34135 -0.76392 -1.92818
C4 1.92521 0.35116 -0.30969
H11 2.12732 0.49025 -2.48887
O1 -2.94483 -0.77574 0.57218
H12 3.00057 0.47940 -0.45557

***

We find arrangement 4 to be the most stable, with the next structure 2.721 eV higher.

***

Arrangement 1

Computed, not measured: a single C4H12N2O molecule, with ωB97M-V/def2-TZVPD.

## Properties
HOMO = -9.66 eV
charge = 0
gap between HOMO and LUMO = 10.7 eV
SMILES = C[C@H](O)CNCN

Element x y z (Å)
C1 -0.45172 0.36337 -0.39244
H1 -2.60340 -1.48242 0.22413
H2 -0.46447 -1.23357 -1.90659
H3 2.32214 1.29583 2.54217
H4 -2.51065 -2.23345 -1.39127
H5 2.63405 0.22514 1.43615
H6 1.40487 0.66041 -1.00683
H7 1.49793 2.51342 0.35416
C2 1.29976 1.55418 0.81574
H8 -0.79865 0.99810 -1.22220
H9 -1.05499 0.54218 0.49486
C3 -0.79985 -1.05885 -0.87132
O1 -0.10032 -2.03806 -0.09689
H10 -2.87051 -0.50571 -1.16301
H11 0.77642 -1.64970 0.01568
H12 0.49147 1.65410 1.53071
N1 2.53121 1.23918 1.55313
N2 0.97603 0.49009 -0.10106
C4 -2.27930 -1.33423 -0.81511

***

Arrangement 2

Computed, not measured: 2 unconnected molecules or ions with the total composition C4H12N2O, with ωB97M-V/def2-TZVPD.

## Properties
HOMO = -8.13 eV
charge = 0
gap between HOMO and LUMO = 9.0 eV
SMILES = C/C=[N+](\C)[O-].CN

Element x y z (Å)
N1 -1.79045 0.87575 0.29762
H1 2.26968 -0.55782 -1.53619
C1 -2.40256 1.14627 -0.99219
H2 -1.80499 1.74183 -1.58221
O1 2.25320 1.42594 -0.20009
N2 1.76326 0.30879 0.12271
H3 -0.06573 -0.05787 1.26649
C2 1.11555 -2.05942 -0.36409
H4 -2.55441 0.23897 -1.58774
H5 -2.37655 0.53329 1.01575
H6 -3.42863 1.46392 -0.83172
H7 1.64811 -2.56938 -1.06326
C3 1.71019 -0.74969 -0.60694
H8 -0.00265 -2.03534 -0.39726
H9 -1.27808 1.66934 0.68891
C4 1.02860 0.24457 1.38765
H10 1.32661 -2.48170 0.70514
H11 1.56046 -0.38512 1.95893
H12 1.02839 1.24768 1.71850

***

We find arrangement 1 to be the most stable, with the next structure 3.094 eV higher.